No. 1
Molecular formula: C23H20FeN2O6
Method: DFT, wB97M-V/def2-TZVPD

Geometry as ORCA input:
```
! wB97M-V def2-TZVPD RIJCOSX def2/J DEFGRID3
* xyz -2 5
Fe 3.072 -0.486 -2.028
O 2.862 2.486 -1.618
O -5.449 0.985 -3.713
O 1.062 -0.245 -4.265
O -0.372 -0.982 6.851
O -6.542 0.020 -2.097
O -2.300 -0.001 7.105
N -1.315 -0.306 6.418
N -5.539 0.595 -2.542
C -0.112 0.288 2.947
C -4.417 0.819 -1.643
C 2.954 1.362 -1.780
C 2.177 -0.529 -0.041
C -1.264 0.151 5.039
C -3.465 0.571 0.532
C -3.261 1.449 -2.085
C 1.563 -1.492 -0.765
C 5.068 -0.609 -1.300
C -2.314 0.891 4.518
C 1.833 -0.335 -3.430
C 0.185 -1.340 -1.346
C 4.503 -1.064 -3.526
C -4.506 0.379 -0.332
C 4.488 -1.931 -1.355
C 4.125 -2.206 -2.726
C -0.166 -0.143 4.245
C -1.176 1.346 0.985
C -2.210 1.654 -1.229
C -1.188 1.005 2.376
C -2.284 1.312 3.216
C 5.090 -0.083 -2.646
C -2.287 1.228 0.116
H -0.231 1.606 0.535
H -3.202 1.757 -3.117
H 5.517 0.874 -2.949
H -3.152 1.117 5.158
H -5.402 -0.132 -0.017
H 0.726 0.028 2.324
H -1.312 2.137 -1.579
H -0.558 -1.786 -0.683
H 3.085 -0.724 0.527
H -0.071 -0.289 -1.489
H -3.521 0.165 1.527
H 0.628 -0.739 4.665
H 0.098 -1.825 -2.321
H 4.419 -2.630 -0.519
H 4.381 -0.971 -4.607
H 5.426 -0.097 -0.404
H 3.730 -3.150 -3.104
H -3.084 1.920 2.831
H 1.740 0.461 0.067
H 1.965 -2.509 -0.728
*
```

Calculated values
Energy relative to the best compared isomer or geometry (same formula, charge and spin): 0.00 kJ/mol

Listed below, in e, are the natural (NBO) charges computed for each atom: Fe -0.046; O -0.498; O -0.628; O -0.493; O -0.620; O -0.622; O -0.615; N 0.380; N 0.365; C -0.209; C 0.085; C 0.695; C -0.450; C 0.069; C -0.222; C -0.279; C -0.217; C -0.307; C -0.271; C 0.681; C -0.642; C -0.301; C -0.252; C -0.317; C -0.303; C -0.274; C -0.194; C -0.214; C -0.077; C -0.211; C -0.286; C -0.073; H 0.159; H 0.230; H 0.231; H 0.233; H 0.235; H 0.187; H 0.184; H 0.238; H 0.211; H 0.223; H 0.216; H 0.229; H 0.202; H 0.238; H 0.233; H 0.238; H 0.237; H 0.204; H 0.215; H 0.204

No. 2
Molecular formula: C4H9O2
Method: DFT, wB97M-V/def2-TZVPD

Geometry as ORCA input:
```
! wB97M-V def2-TZVPD RIJCOSX def2/J DEFGRID3
* xyz -1 1
O 1.349 0.667 0.356
O 0.221 -1.751 0.600
C 0.601 2.216 -1.305
C -1.840 -0.430 0.905
C 1.320 1.155 -0.823
C -1.046 -1.419 0.051
H 0.052 2.863 -0.626
H -2.902 -0.570 0.672
H 1.945 0.682 -1.616
H 0.781 -0.918 0.587
H -1.624 -2.351 -0.022
H -1.641 -0.606 1.959
H -0.909 -1.058 -0.977
H -1.555 0.587 0.650
H 0.786 2.547 -2.320
*
```

Calculated values
Energy relative to the best compared isomer or geometry (same formula, charge and spin): 143.16 kJ/mol

Listed below, in e, are the natural (NBO) charges computed for each atom: O -0.838; O -0.788; C -0.743; C -0.640; C 0.241; C -0.051; H 0.168; H 0.177; H 0.068; H 0.516; H 0.136; H 0.203; H 0.160; H 0.227; H 0.165

No. 3
Molecular formula: C34H60BIKN10O7S4Si
Method: DFT, wB97M-V/def2-TZVPD

Geometry as ORCA input:
```
! wB97M-V def2-TZVPD RIJCOSX def2/J DEFGRID3
* xyz -1 1
I 3.685 -4.892 -2.583
K 0.281 -0.691 -1.458
S -4.188 1.219 1.605
S -0.314 1.894 1.731
S 3.372 -0.194 -5.546
S -0.553 -2.093 1.777
Si 3.879 2.859 0.041
O -1.859 -1.376 -2.440
O -2.484 -2.944 -3.885
O 2.572 -1.260 -0.880
O -0.593 1.588 -1.980
O 0.797 -3.704 -0.629
O 3.164 1.836 1.238
O 2.998 3.453 2.618
N 4.431 -2.457 -0.470
N -1.924 3.697 3.076
N -3.020 -0.663 3.220
N 2.861 2.285 2.484
N -4.530 -1.493 1.871
N 1.107 -0.747 -3.968
N -2.011 1.649 3.833
N -0.523 -0.438 3.929
N -3.253 -1.324 -5.744
N 1.398 -1.433 3.615
C 3.203 -2.813 -2.560
C 0.352 0.016 4.895
C -3.874 -0.334 2.214
C 2.545 -2.273 3.187
C -2.358 -1.680 -3.493
C -2.169 -0.950 -6.673
C 4.181 1.674 -1.350
C -5.593 -1.654 0.848
C 2.198 -3.225 2.050
C -2.303 4.605 0.846
C -0.358 2.600 -1.541
C -3.196 -1.992 3.541
C -6.864 -0.959 1.335
C -2.387 6.099 2.825
C 2.744 4.243 -0.454
C -0.196 5.190 2.131
C 3.356 -2.132 -1.219
C -5.875 -3.147 0.658
C -2.802 3.681 4.151
C -2.928 -0.655 -4.471
C -1.921 0.481 -4.777
C 0.120 -1.319 3.132
C -0.379 -4.321 -1.132
C -1.690 4.882 2.218
C -4.125 -2.510 2.727
C -1.435 2.428 2.883
C 1.538 -0.577 4.703
C -2.843 2.423 4.610
C 5.501 3.510 0.700
C 2.998 -3.115 4.389
C -5.131 -1.100 -0.502
C 2.046 -0.500 -4.622
C 3.670 -1.349 2.710
C -1.806 0.485 -6.305
B -1.983 0.126 4.044
H 3.270 1.200 -1.715
H -6.672 0.102 1.486
H 0.577 -3.309 0.237
H 1.965 -2.679 1.137
H 3.810 -3.776 4.080
H -0.954 0.257 -4.329
H -2.912 -2.881 -4.772
H -5.854 -1.394 -1.267
H -0.172 -4.640 -2.153
H -0.807 0.763 -6.638
H -3.835 -0.273 -3.998
H 4.630 2.203 -2.195
H 1.354 -3.868 2.292
H 1.773 3.864 -0.774
H -0.657 -5.200 -0.540
H 2.464 -0.453 5.229
H 2.582 4.939 0.369
H 3.862 -2.340 -3.289
H -1.315 -1.608 -6.493
H 6.076 3.939 -0.125
H 4.530 -1.955 2.408
H -2.162 6.960 2.196
H -5.041 -0.019 -0.478
H -2.279 -0.040 5.213
H -2.130 5.454 0.181
H -2.266 1.433 -4.378
H -0.052 6.097 1.540
H -6.564 -3.259 -0.179
H -2.493 -1.087 -7.705
H 2.180 -2.712 -2.897
H 0.343 4.369 1.669
H 0.049 0.746 5.624
H -3.471 5.979 2.851
H 2.171 -3.729 4.748
H 5.357 4.281 1.456
H 6.097 2.705 1.135
H -4.492 -3.515 2.660
H -7.197 -1.398 2.279
H -3.377 4.439 0.946
H 4.866 0.877 -1.052
H 3.076 -3.849 1.869
H -1.225 -3.629 -1.157
H 0.213 5.356 3.130
H -6.346 -3.593 1.536
H -2.023 6.313 3.832
H -3.416 1.994 5.412
H -1.864 3.710 0.412
H -7.660 -1.079 0.596
H 4.983 -3.268 -0.686
H 3.185 4.791 -1.291
H 3.327 -0.750 1.866
H -3.326 4.552 4.491
H -2.609 -2.464 4.309
H 3.359 -2.506 5.216
H -2.526 1.175 -6.754
H -4.963 -3.696 0.422
H 4.514 -2.025 0.436
H 4.004 -0.666 3.491
H -4.140 -0.987 -6.096
H -4.156 -1.518 -0.759
*
```

Calculated values
Energy relative to the best compared isomer or geometry (same formula, charge and spin): 0.00 kJ/mol

Mulliken atomic charge list, values in e, 99 entries: I -0.046; K 1.456; S -0.378; S 0.687; S -0.497; S 0.148; Si 0.340; O -0.721; O -0.565; O 0.490; O 0.292; O -0.174; O 0.153; O -0.459; N -0.232; N 0.601; N 0.301; N 0.224; N 0.476; N -0.666; N 0.553; N 0.358; N -0.650; N 0.626; C -1.087; C -1.576; C 0.117; C 2.157; C -0.089; C -0.700; C -0.651; C 1.582; C -1.652; C -1.281; C -0.550; C -1.556; C -1.677; C -2.392; C -0.577; C -1.231; C 0.162; C -2.204; C -0.189; C 0.487; C 0.219; C -0.204; C -0.618; C 1.380; C -0.047; C -1.318; C -0.279; C -1.392; C -1.085; C -1.879; C -1.897; C 0.035; C -1.850; C -0.713; B 0.360; H -0.077; H 0.285; H -0.314; H -0.457; H 0.429; H -0.433; H 0.379; H 0.548; H 0.282; H 0.379; H 0.442; H 0.442; H 0.668; H -0.040; H 0.295; H 0.516; H 0.215; H 0.566; H 0.229; H 0.344; H 0.473; H 0.443; H 0.345; H -0.241; H 0.487; H 0.357; H 0.519; H 0.471; H 0.475; H -0.082; H -0.047; H 0.600; H 0.520; H 0.419; H 0.303; H 0.299; H 0.535; H 0.382; H 0.364; H 0.220